Version 1
{"formula": "C21H45O9P", "method": "ωB97M-V/def2-TZVPD", "symbols": ["C", "C", "C", "P", "C", "C", "C", "C", "C", "C", "C", "C", "O", "C", "C", "O", "O", "H", "H", "H", "H", "H", "H", "H", "H", "H", "H", "H", "H", "H", "H", "H", "H", "H", "H", "H", "H", "H", "H", "H", "H", "H", "H", "H", "H", "H", "C", "C", "O", "C", "O", "O", "C", "H", "H", "H", "H", "H", "H", "H", "H", "C", "C", "O", "C", "O", "O", "C", "H", "H", "H", "H", "H", "H", "H", "H"], "positions_angstrom": [[-2.35098, 1.87343, 8.00292], [-1.92403, 3.30209, 7.57815], [-1.68372, 3.40462, 6.04907], [0.15305, 3.32115, 5.79688], [0.49436, 3.62014, 3.99701], [-0.42991, 3.00075, 2.93004], [-0.83810, 1.54938, 3.13842], [0.30556, 0.53792, 2.93271], [0.08952, -0.37680, 1.71866], [0.72589, -1.76619, 1.85996], [2.06826, -1.82858, 2.59466], [3.17984, -0.95469, 2.00553], [2.96332, -0.65550, 0.62108], [3.36031, 0.67088, 0.32731], [0.57463, 1.52332, 6.18942], [1.80077, 1.08794, 5.63094], [2.75244, 2.11667, 5.86552], [-2.18180, 1.15732, 7.20583], [-3.39119, 1.86152, 8.31093], [-1.76675, 1.53878, 8.85764], [-2.70028, 3.98958, 7.89392], [-0.99703, 3.51493, 8.10238], [-2.21399, 2.57272, 5.59152], [-2.06234, 4.35428, 5.68550], [0.40858, 4.70066, 3.89876], [1.53655, 3.40159, 3.79273], [-1.32848, 3.59613, 2.79299], [0.09834, 3.03389, 1.97404], [-1.60133, 1.33149, 2.39397], [-1.30663, 1.36678, 4.10074], [0.32981, -0.11917, 3.79876], [1.27849, 1.01486, 2.86056], [0.48586, 0.11534, 0.83322], [-0.97660, -0.49097, 1.54687], [0.02601, -2.38114, 2.42726], [0.83704, -2.26037, 0.90054], [2.39972, -2.86424, 2.58051], [1.96574, -1.55702, 3.64198], [4.13487, -1.47932, 2.07819], [3.28920, -0.02953, 2.56643], [2.69029, 1.40097, 0.79178], [3.31448, 0.83281, -0.74453], [4.36695, 0.84714, 0.70593], [-0.21112, 0.82537, 5.91714], [0.67268, 1.48303, 7.27600], [3.20163, 2.19724, 5.00645], [-3.51953, -2.49207, -4.15911], [-3.20233, -1.03067, -3.92481], [-2.35296, -0.83983, -2.77991], [-1.06997, -1.14162, -2.96346], [-0.57644, -1.53455, -3.99348], [-0.42272, -0.94218, -1.81800], [0.96412, -1.30524, -1.84323], [-3.94675, -2.93758, -3.25941], [-4.23097, -2.59740, -4.97770], [-2.62257, -3.05447, -4.41346], [-4.11495, -0.48206, -3.69988], [-2.74848, -0.57299, -4.80360], [1.48243, -0.80942, -2.66219], [1.06629, -2.38601, -1.93660], [1.38993, -0.98554, -0.89574], [-0.62331, -0.70165, -10.52649], [0.07479, -2.04182, -10.62335], [0.97912, -2.25620, -9.53149], [0.40736, -2.58206, -8.36786], [-0.77404, -2.73108, -8.17786], [1.36911, -2.72109, -7.45999], [0.89343, -2.99717, -6.13252], [0.10836, 0.10307, -10.44208], [-1.23684, -0.52928, -11.41107], [-1.26685, -0.65660, -9.64929], [0.69143, -2.07614, -11.51984], [-0.63938, -2.86327, -10.68081], [0.24145, -3.86897, -6.12984], [0.36919, -2.13940, -5.71640], [1.77115, -3.20791, -5.52683]], "smiles": "CCCP(CCCCCCCCOC)COO.CCOC(=O)OC.CCOC(=O)OC", "e_homo_ev": -8.01, "multiplicity": 1, "homo_lumo_gap_ev": 8.54}

=====

Version 2
{"formula": "C21H45O9P", "method": "ωB97M-V/def2-TZVPD", "symbols": ["C", "C", "C", "P", "C", "C", "C", "C", "C", "C", "C", "C", "O", "C", "C", "O", "O", "H", "H", "H", "H", "H", "H", "H", "H", "H", "H", "H", "H", "H", "H", "H", "H", "H", "H", "H", "H", "H", "H", "H", "H", "H", "H", "H", "H", "H", "C", "C", "O", "C", "O", "O", "C", "H", "H", "H", "H", "H", "H", "H", "H", "C", "C", "O", "C", "O", "O", "C", "H", "H", "H", "H", "H", "H", "H", "H"], "positions_angstrom": [[8.14174, 1.82307, 1.93940], [8.14928, 0.34214, 2.38546], [6.84654, -0.41083, 2.01025], [5.78101, -0.52256, 3.51098], [4.32194, -1.53414, 2.99502], [3.69529, -1.40515, 1.59328], [3.46217, 0.00104, 1.04730], [2.34002, 0.77258, 1.76697], [1.11144, 1.04644, 0.88822], [0.32326, 2.29692, 1.28817], [0.19647, 2.57713, 2.78606], [-0.41625, 1.45042, 3.61988], [-1.24971, 0.59949, 2.83656], [-1.14632, -0.75217, 3.22262], [5.17043, 1.24526, 3.66093], [3.95215, 1.39645, 4.36792], [4.07646, 0.64850, 5.58526], [7.14265, 2.15027, 1.65426], [8.82202, 1.98687, 1.10638], [8.47086, 2.47578, 2.74779], [9.00416, -0.15102, 1.92890], [8.27210, 0.32521, 3.46858], [6.37082, 0.13382, 1.19442], [7.07840, -1.42361, 1.68579], [4.70531, -2.55391, 3.08564], [3.56194, -1.44758, 3.77234], [4.28128, -1.97656, 0.87091], [2.71047, -1.88447, 1.62368], [3.17659, -0.10838, -0.00201], [4.37245, 0.59664, 1.04339], [2.73087, 1.74304, 2.07928], [2.03011, 0.25317, 2.67471], [0.44906, 0.17710, 0.91119], [1.43474, 1.14926, -0.14896], [0.82751, 3.16066, 0.84393], [-0.67640, 2.28066, 0.85474], [-0.41654, 3.47188, 2.90669], [1.16916, 2.81329, 3.21912], [-1.03425, 1.87344, 4.41766], [0.36497, 0.85717, 4.10396], [-0.16303, -1.16303, 2.96124], [-1.90054, -1.32094, 2.68440], [-1.29095, -0.86440, 4.30052], [5.03319, 1.74051, 2.70114], [5.95758, 1.78407, 4.20035], [3.23496, 0.18573, 5.60632], [-2.39963, 0.74153, -5.38288], [-1.82176, -0.50822, -4.75671], [-1.29778, -0.26219, -3.43887], [-2.20824, -0.15243, -2.47726], [-3.40082, -0.26739, -2.61987], [-1.58501, 0.09737, -1.33179], [-2.45090, 0.29578, -0.20592], [-1.65717, 1.54065, -5.39113], [-2.70572, 0.53605, -6.40828], [-3.27062, 1.09045, -4.83089], [-0.96732, -0.86302, -5.32936], [-2.55752, -1.31053, -4.71161], [-3.13339, -0.54436, -0.09102], [-3.01973, 1.21668, -0.32836], [-1.80470, 0.37752, 0.66325], [-8.11820, -3.79520, -5.77635], [-9.06072, -2.64868, -5.48100], [-8.80257, -2.05397, -4.20105], [-7.74214, -1.24462, -4.15187], [-7.03094, -0.95841, -5.08085], [-7.61848, -0.80061, -2.90715], [-6.47540, 0.04167, -2.68870], [-8.15775, -4.53492, -4.97584], [-8.39836, -4.27762, -6.71295], [-7.09150, -3.44379, -5.86405], [-10.08679, -3.00615, -5.41777], [-9.01524, -1.88290, -6.25501], [-6.47645, 0.87518, -3.38860], [-5.54766, -0.51580, -2.78423], [-6.57289, 0.41868, -1.67448]], "smiles": "CCCP(CCCCCCCCOC)COO.CCOC(=O)OC.CCOC(=O)OC", "e_homo_ev": -8.23, "multiplicity": 1, "homo_lumo_gap_ev": 8.79}

=====

Referenced to the most stable arrangement, the calculated values in kcal/mol are version 1 7.4; version 2 0.0.